No. 1
A 2-piece molecular cluster, C3H9Cl2NP overall at a distorted geometry, computed with wB97M-V/def2-TZVPD.

```
16
Properties=species:S:1:pos:R:3
Cl 2.08 1.40 -0.97
Cl 1.11 -1.27 0.44
P 2.55 -0.62 -0.88
N -1.36 0.80 0.28
C -2.07 -0.21 0.62
C 3.97 -0.47 0.28
C -1.68 2.18 0.43
H -1.66 -1.18 0.53
H 4.80 0.22 -0.29
H -1.05 2.83 0.91
H -0.32 0.64 0.14
H -1.85 2.57 -0.54
H 3.48 -0.01 1.07
H -3.17 -0.03 0.85
H 4.49 -1.38 0.66
H -2.65 2.13 0.90
```

Computed properties:
Gap between HOMO and LUMO, Ha: 0.293
Total charge: +1

***

No. 2
A single C17H23N3O4 molecule, computed with wB97M-V/def2-TZVPD.

```
47
Properties=species:S:1:pos:R:3
O 2.80 0.51 1.28
O -0.27 -0.12 -0.43
O -6.54 -1.04 0.16
O 0.08 3.09 -1.07
N 0.49 2.05 0.90
N 2.73 1.21 -0.85
N -0.80 1.54 1.01
C -7.10 -1.75 -0.92
C 3.01 -1.17 -0.46
C -2.55 0.08 0.21
C -3.42 0.39 1.26
C 0.87 2.62 -0.28
C -1.12 0.47 0.20
C 2.38 2.57 -0.50
C -4.73 -0.01 1.21
C 4.15 -1.28 -1.48
C 2.85 0.24 0.09
C 4.59 -2.00 1.33
C -3.04 -0.63 -0.87
C 5.50 -1.06 -0.80
C 5.71 -2.10 0.30
C -4.36 -1.02 -0.94
C -5.23 -0.71 0.11
C 3.23 -2.17 0.68
H 2.91 2.83 0.42
H 2.51 0.93 -1.80
H 4.13 -2.28 -1.91
H 5.72 -3.10 -0.14
H 1.21 1.51 1.40
H -3.06 0.91 2.14
H -8.15 -1.90 -0.66
H 2.06 -1.39 -0.95
H 2.67 3.24 -1.31
H 4.63 -1.02 1.82
H -7.04 -1.19 -1.85
H -6.62 -2.73 -1.04
H -1.51 2.22 1.24
H 6.30 -1.13 -1.54
H 4.73 -2.76 2.10
H 6.68 -1.94 0.78
H -5.42 0.21 2.02
H 4.03 -0.56 -2.29
H 3.15 -3.18 0.27
H -2.36 -0.88 -1.67
H 5.54 -0.06 -0.37
H 2.44 -2.04 1.42
H -4.71 -1.57 -1.80
```

Computed properties:
Gap between HOMO and LUMO, Ha: 0.352

***

No. 3
An isolated ion of composition C3H7N3 and charge +2 at a distorted geometry, computed with wB97M-V/def2-TZVPD.

```
13
Properties=species:S:1:pos:R:3
N -0.76 1.65 -2.12
N 1.14 -0.91 2.41
N 0.08 -0.47 0.38
C 0.66 -1.10 1.27
C -0.76 0.15 -0.31
C -0.43 0.51 -1.65
H 1.13 -0.05 2.90
H -1.81 0.13 -0.06
H -1.25 2.23 -1.53
H 1.54 -1.57 2.95
H -0.65 1.78 -3.17
H 0.74 -2.19 1.14
H 0.36 -0.15 -2.21
```

Computed properties:
Gap between HOMO and LUMO, Ha: 0.337
Total charge: +2

***

Per-record E, Ha: -1435.94781, -1126.86793, -282.03116